No. 1
Entry from the Open Molecules 2025 dataset: a molecular structure, C54H64MgN7O2Se in a non-equilibrium geometry (ωB97M-V/def2-TZVPD).

Geometry (Å):
C -2.6686 1.6614 3.6710
O 1.1136 1.8202 1.5644
C -0.6893 -1.2064 -4.3663
H -1.3347 -5.9725 0.4762
H -3.0041 -0.6511 1.0818
H -5.2307 0.0408 3.4636
C -3.6046 2.2818 -0.0706
C 2.7668 3.1147 0.3632
C 0.8829 -4.6956 0.9589
H 3.7103 -3.5401 -0.3790
C 3.6646 2.7704 1.3722
C -0.5078 6.5484 1.9385
H 5.6161 -3.5894 -3.3472
H 5.8776 -2.7634 -1.1300
H 3.3165 -2.8049 1.1885
N 4.7292 -1.0318 -1.2459
H -1.3182 3.9958 -1.8882
H 0.0954 3.3622 2.9710
N -0.0538 -4.4345 -0.1343
C 0.6010 5.2601 0.2363
H 1.4999 -3.7967 -4.8292
C 0.6323 4.1381 1.0661
N -1.8331 -4.2300 1.5212
H -3.1395 4.7904 5.9347
C 0.5856 2.3592 -0.7469
C 0.9567 -3.1453 -4.1388
H -1.4636 -3.1866 -8.7446
C -1.9524 3.0363 5.5310
H -3.0395 -2.4544 -8.4362
C -1.7422 3.2578 -1.2193
N 0.5016 -4.0144 2.2067
H 5.6850 2.8349 2.0827
H 1.0228 5.2113 -0.7625
H 5.0262 -2.0447 -3.9716
O -1.1829 -0.0319 2.7670
H -4.6906 4.3671 4.0531
H 0.8570 2.9752 -1.6003
C -1.8645 -2.7853 1.2655
H 0.9231 -5.7706 1.1458
H 1.8688 -4.3570 0.6579
C -2.2479 -3.0612 -7.9928
H 0.8491 -2.5947 -0.6784
H 3.9357 -0.1086 -3.8600
C 1.2709 2.8053 0.5996
C 0.0793 4.2379 2.3350
H 0.5710 -3.7646 -3.3220
H 2.6457 0.1236 -2.6781
H -0.7979 -5.5534 2.7679
C -0.6750 -2.9988 -6.0171
H -3.1792 0.9681 -5.3219
H 0.9498 1.3500 -0.9646
H -2.0966 -4.7025 -0.5030
C 0.0335 6.4525 0.6611
H 1.3945 -2.2030 1.6251
C -0.9204 2.3226 -0.6166
H 3.2778 2.2199 2.2208
C -3.2189 0.3291 1.5095
C -2.4938 -1.6316 4.5278
H -3.0423 -0.7473 -6.7943
H 4.4420 1.0056 -1.0474
C 3.7937 -1.3875 -0.2998
H 4.9948 -2.9133 0.6634
H 4.9570 4.6931 -1.7079
H 1.6444 -2.4267 -3.6880
C -2.2287 -1.2252 -6.2535
C -2.7436 1.3753 0.5187
H 2.6029 4.0689 -1.5675
Se -0.0217 -0.3951 -2.7680
H -0.8276 -2.7654 -1.1642
C 5.0283 -2.7010 -3.1000
C 5.4818 3.8215 0.1835
N 2.8068 -0.6507 0.0776
C -3.2392 -0.7044 3.8085
C -4.6244 -0.7053 3.9680
C -1.7115 -2.4171 -6.7361
H -3.7616 3.9368 -1.4247
H -2.5118 -3.2725 5.9116
H -4.2987 0.4135 1.6118
H 0.0994 -2.0567 2.8443
H 3.9947 -3.0115 -2.9171
N -0.5548 -2.2585 0.8594
C -3.0078 3.9182 5.3047
H 6.5296 4.0899 0.1118
C 4.6631 0.2976 -1.8407
N -1.4341 1.3820 0.2068
H -0.9639 1.2365 4.8823
H -1.6301 1.4741 -4.5895
C -1.7854 1.9245 4.7196
C -3.1141 -2.5587 5.3602
H -2.5801 -2.5917 0.4633
H -0.9026 5.4953 3.7647
C -0.4805 5.4381 2.7707
H -4.9850 -3.3013 6.1238
H -4.6614 2.2508 0.1622
H -1.1611 -3.9707 3.4866
H -4.4180 2.3797 2.6474
C -1.7455 -0.6143 -5.0940
C 3.6474 0.4594 -2.9730
H -2.1871 -2.2708 2.1675
C 3.9709 -2.7460 0.3273
H 5.6703 0.5388 -2.1875
H -0.9443 7.4807 2.2791
C -1.3765 -4.8966 0.2943
H 3.5782 1.5141 -3.2566
C 4.6012 4.1576 -0.8347
C 5.6093 -2.0077 -1.8632
C -3.0974 3.2204 -0.9555
H -6.3292 -1.6225 4.8909
H 0.0190 7.3093 -0.0034
C -5.2498 -1.6340 4.7910
H -0.2457 -3.9341 -6.3734
C -2.3750 0.6748 -4.6414
C 0.4134 -2.5736 1.9332
C -4.4969 -2.5718 5.4878
H 2.7882 0.2390 -0.4040
H -1.2593 3.2172 6.3450
C -3.8763 3.6796 4.2533
H -2.7707 0.5808 -3.6265
C -2.5080 0.3249 2.9086
H -1.4165 -1.6101 4.4142
H -2.6627 -4.0530 -7.7913
C -3.7073 2.5559 3.4460
C 5.0064 3.1145 1.2840
C -0.1597 -2.4261 -4.8555
H 6.5347 -1.4900 -2.1253
C -0.8417 -4.4805 2.5752
Mg -0.0657 0.3947 1.3500
C 3.2591 3.7954 -0.7498
C -0.1214 -2.9770 -0.3627

**Total charge**: -1
**DFT total energy**: -142359.74804 eV
**Multiplicity**: 1
**HOMO energy**: -3.51 eV
**F_max**: 0.020 Eh/bohr

=====

No. 2
Entry from the Open Molecules 2025 dataset: 6 unconnected molecules or ions with the total composition C54H67N11O3 in a non-equilibrium geometry (ωB97M-V/def2-TZVPD).

Geometry (Å):
C -1.4645 -3.0243 -0.8496
H 0.6417 -2.8063 -6.4563
O -1.1935 0.1652 -0.1486
C 3.5279 2.2859 5.5036
H 1.9141 -2.1917 0.9408
H 1.5609 -0.0225 -3.5851
H 5.0062 1.9276 -4.7446
H -2.5509 4.5164 -0.3937
N -2.1344 -0.7574 5.1588
C 3.9467 -3.1651 -1.4460
N 3.8843 2.7213 4.2454
H -1.9900 -5.2024 -3.5333
C 0.8634 -6.7873 -1.0609
H -0.1462 6.4631 3.4738
H 2.7513 -0.1754 -5.4881
C -0.9004 3.6812 -1.4407
H -0.8634 -4.0894 -4.9106
H 4.1183 2.6942 6.3106
H -4.1726 -6.1019 0.3870
H 5.0307 3.7274 -4.6150
H -3.0052 -6.3724 -1.8414
C 1.2161 2.7304 -4.1042
C -1.4355 1.8672 -2.8786
H -3.5519 1.2163 -2.7542
H 1.5403 1.2331 2.3944
C 0.7425 -7.1334 -3.8165
H -4.1488 5.1418 2.9806
C -0.4442 2.7502 -2.3462
H 2.1583 1.0488 6.6197
H -1.8892 8.5833 4.0583
C 0.9345 -0.8689 -3.8252
H 3.4031 -4.5945 -3.0710
H 5.8477 3.0307 4.7701
H -1.0974 1.1856 -3.6451
C -1.3223 -3.4673 -2.2323
C -0.0824 -0.5671 3.9684
H -5.4558 7.4006 3.0633
C -1.6195 4.0209 3.3746
C 1.9153 2.3980 -1.8297
H 0.2078 -10.1820 -3.2432
H 5.6043 2.7978 -3.2891
C 1.6470 1.1810 4.5579
C 1.2120 -5.9462 -3.3740
H -3.3947 -2.4602 5.4407
C -0.5597 0.9579 5.7608
C 1.9578 -0.7499 -5.9660
N -2.6731 -4.9121 -0.3526
C 3.1834 -4.1770 -2.0994
H 4.9669 -2.9122 -1.6942
H -1.0436 -2.1354 -0.4032
C -3.4348 -1.3726 5.3812
C -1.2216 6.4846 3.3761
H -1.6684 3.6742 2.3423
C 5.0619 3.5802 4.2518
C 2.4416 1.5130 5.6866
H -4.7701 3.7469 -0.5836
C -4.5675 9.2145 2.4489
H 0.7719 -6.6956 0.0113
H 0.6402 -7.2576 -4.8845
C -4.5808 7.9866 3.3447
H -3.9064 -0.9125 6.2495
C -2.2011 -3.7065 0.1002
N 0.2335 -8.0476 -2.9455
C -3.3142 5.8081 3.1413
H 1.6179 2.3981 -0.7915
H -1.7837 -1.8696 3.3996
C -4.4937 2.8464 -1.1320
H 4.0229 2.3055 -1.5467
C -2.0577 7.5858 3.6802
H -2.3783 3.5162 3.9725
H -4.7125 8.2841 4.3850
C 0.3284 0.4700 4.8012
C 1.4794 -3.7926 -0.3888
H -0.6097 -9.3481 -4.4883
H 5.3662 3.9539 3.2742
N 3.4819 -2.5096 -0.3409
N -2.0396 5.3687 3.1771
N -0.1679 0.5719 0.4086
H -3.2527 -5.2403 1.7028
N -3.1265 2.8191 -1.5359
C -1.3552 -1.1690 4.1010
N -3.3778 7.1796 3.3553
H -2.4437 0.6886 6.7059
C 1.3206 -5.8187 -1.9505
N 3.5090 2.6659 -3.5740
C -2.7688 1.8845 -2.4274
H -0.2986 1.7573 6.4384
H -0.6488 4.0334 3.8703
C -2.2448 3.7803 -1.1223
H -0.2916 4.3702 -0.8741
C 2.0652 1.5121 3.2961
C 0.4915 -2.5020 -5.4310
H -2.5227 -6.6312 0.8401
H 3.7407 2.5417 2.1900
H 1.6015 -5.1830 -4.0315
C 4.2157 -1.3987 0.2954
H -1.4327 -9.4065 -2.9878
H 0.0066 -1.0396 -1.8999
H 2.8414 3.0286 -5.5179
C 0.2548 -7.9113 -1.5675
H -4.9091 2.8797 -2.1391
H -2.3579 -3.2809 1.0803
C 3.2468 2.3532 -2.2962
H -0.1632 -8.7227 -0.9901
C -0.4331 -9.3169 -3.4131
O 0.9050 0.0166 0.3135
H -4.0315 -1.2315 4.4801
C 0.0951 -1.5125 -2.8669
H -3.7101 9.8204 2.7419
C -1.8094 0.3082 5.9189
C 4.8644 2.7871 -4.0895
H 0.3917 -0.9595 3.0810
C 2.5309 2.8334 -4.5021
H 3.6731 -1.0484 1.1734
H -4.6849 1.9633 -0.5222
N 1.1326 -1.4197 -5.0227
C 2.2416 -2.7946 0.1068
O -0.1964 1.6419 0.9840
C -0.4144 -3.1625 -4.5856
H 4.3074 -0.6320 -0.4740
C -1.9850 -4.6732 -2.5918
C 0.9331 2.6308 -2.7772
H 4.6573 4.4383 4.7887
H -4.2531 9.0408 1.4198
H 2.4799 -1.3960 -6.6718
C 3.2109 2.3257 3.1059
C -0.5566 -2.6936 -3.2583
C 2.0058 -4.5686 -1.4492
H 5.1598 -1.8674 0.5728
H 0.5369 -4.0325 0.0808
H -5.5284 9.7108 2.3133
C -3.1992 -5.7806 0.7577
H 0.6471 3.1025 -4.9434
C -2.5873 -5.4067 -1.5981
H 1.3355 -0.0346 -6.5038

**Total charge**: +8
**DFT total energy**: -79514.07072 eV
**Multiplicity**: 1
**HOMO energy**: -24.07 eV
**F_max**: 0.086 Eh/bohr

=====

No. 3
Entry from the Open Molecules 2025 dataset: 12 unconnected molecules or ions with the total composition C54H74N6O30S4 in a non-equilibrium geometry (ωB97M-V/def2-TZVPD).

Geometry (Å):
C -5.4755 -4.2271 1.3364
H 1.5369 16.3114 0.0027
O -5.6481 -3.8406 -1.0148
N 8.4143 -4.8799 -9.0138
H -0.0742 1.0395 9.2493
H -0.2591 -2.3100 0.8410
H -1.7617 13.9637 0.9043
H 6.3222 -3.2809 7.6809
C -6.3113 2.5118 -7.4565
C -4.9940 3.2286 -7.7364
H 6.3803 10.6938 3.6669
C 7.2217 -4.1986 10.9039
C 3.1567 4.2684 -9.0192
C -9.3386 5.6493 -0.9975
C 5.0046 -9.6199 3.4321
O -0.2132 -10.9034 -4.1003
H 3.0372 -4.6462 -9.0614
H 6.9723 9.7247 2.4587
H 5.7217 -9.8040 4.2321
O -0.1678 -0.2860 0.7690
C -5.1421 -4.5662 3.5878
O 5.2282 8.2335 3.8518
C -0.5624 1.4085 10.1513
C 3.1833 5.4826 -6.9376
O -14.0513 5.3934 -1.6458
H -5.1021 4.2775 -7.4605
H -2.6429 -9.9942 -5.5349
C 6.8939 -4.8715 -9.0405
H 4.3091 -4.8007 -11.1987
O -0.5906 0.9691 -1.0992
O -0.8807 1.6576 12.9046
H -8.3076 2.2702 -5.8246
C -11.7435 5.4119 -1.2140
H 0.0046 2.2677 0.2414
C 3.4109 3.0616 -6.9701
C -3.5295 -12.2881 -3.0916
H 5.8469 11.1243 2.1071
N -1.5626 12.0963 -1.0949
H -5.1741 -13.8349 -3.1892
O 0.4282 1.4099 11.1203
C 3.0838 5.4689 -8.3734
C 3.3592 3.0775 -8.3694
N -5.6938 -3.3718 0.1700
O 3.5844 6.3592 3.7700
O -2.4213 11.7691 -0.3241
H -5.0546 -4.1756 4.5909
C 8.5349 -4.5883 10.6924
C -10.4917 5.7852 -1.7271
H -1.3636 2.8298 -0.6569
O 5.3665 6.4036 1.9884
H -4.4681 -13.2333 -4.7209
C -5.1153 -5.9454 3.4826
H -4.7332 3.2906 -8.7929
H -5.4179 -2.6369 2.8877
H 1.8642 -9.6911 3.4581
H 4.6178 -10.6218 3.2457
H 3.6363 2.1602 -6.4196
H -10.6536 3.8681 1.5273
H -5.5178 -5.9814 0.1223
H 6.7989 -4.1779 11.8975
O 2.9832 3.3209 -11.0815
H 0.6566 12.9468 -2.4571
C 1.2168 14.6661 -1.3979
O 9.0105 -5.0117 -10.0800
C 4.9071 9.3173 2.9717
H 5.3536 -3.5123 10.0284
C -9.3614 4.9756 0.2125
H 8.6125 -4.1478 7.3287
C 6.1198 -4.8303 -7.8648
S -8.8734 2.5866 -8.0750
C -9.0973 1.8379 -6.4390
H 4.0369 9.8471 3.3592
H 0.9362 0.6419 14.8177
C 0.9314 15.4900 -0.3510
H -5.1141 -7.5471 2.0866
O -8.6089 1.5383 -9.0457
H 4.1358 -4.7227 -6.9246
H -0.1566 -1.3993 2.3801
C 2.2035 -10.0255 4.4385
N 9.4149 -5.0782 11.7527
H -3.3435 -9.1649 -4.0687
H -0.4263 15.9435 1.2981
C 4.8328 -4.7986 -10.2541
H 1.3142 -10.1070 5.0634
C 6.9298 -3.6310 8.5022
H 1.0365 2.3606 14.8509
O -9.8706 3.6683 -8.3827
C 6.3924 -3.7427 9.8434
H -3.5958 -14.4016 -3.7268
H -10.5297 6.4712 -2.5603
H 6.6214 -4.8945 -6.9105
H -12.7435 4.6159 0.5638
O -1.3064 11.4784 -2.1163
C -0.3634 -0.2652 -0.5896
H -1.3690 0.7367 10.4447
S 4.9483 6.6136 3.3494
S -1.5466 -10.6366 -3.5796
N 3.0142 4.3737 -10.4813
C 6.0558 10.2511 2.7252
H 2.4713 1.4925 14.9037
H -8.3740 5.9500 -1.3790
C 6.2194 -4.8177 -10.2469
H 4.4319 8.8993 2.0842
O 2.3962 -7.4441 5.2077
O -2.3828 -12.0230 -3.9324
H -3.1628 -12.4883 -2.0849
O -7.3795 3.3109 -7.7603
C 0.4541 13.5077 -1.5567
O -12.8831 6.9405 -2.5442
H 3.5121 2.0898 -8.7785
O -5.9762 -2.1878 0.3784
C -5.3789 -5.6246 1.1321
O -1.7532 -10.3468 -2.1879
H 2.0211 14.9806 -2.0464
C 4.1156 -4.7058 -9.0605
H 6.2356 4.6990 4.1066
C -2.4525 -9.3690 -4.6626
O 9.0225 -4.7992 -7.9453
C -11.8206 4.6833 0.0070
C -0.7028 13.2591 -0.7885
H -6.4137 1.5253 -7.9084
C -0.0889 15.2203 0.5705
O 10.5888 -5.4721 11.5307
S 3.2581 -8.6211 5.0974
H -8.4248 4.7762 0.7119
H -0.9235 2.4108 9.9207
O 2.9493 5.4356 -11.0724
C -4.2564 -13.5352 -3.6952
H 2.7057 -10.9919 4.4832
C 3.3481 4.2898 -6.2753
C 5.8123 -9.0735 2.2684
H 5.1580 -8.9007 1.4140
C 6.0210 5.6867 4.5146
N -12.9479 5.9625 -1.8715
H 6.7618 -4.7773 -11.1800
C -5.2129 -6.4820 2.2363
C -10.5861 4.4362 0.6112
C 0.2287 -1.4875 1.3642
C -5.3182 -3.6706 2.5913
C 0.2129 1.4665 12.3764
H 2.8122 6.4101 -8.8281
C -0.9563 1.9481 -0.1621
H -10.0783 2.1877 -6.1175
O 4.0662 -9.0342 6.2429
O 8.9108 -5.1874 12.9018
H -4.1913 2.8280 -7.1173
H 5.3981 5.5440 5.3977
O -0.2770 -1.2904 -1.2992
C 8.2461 -4.0351 8.3385
O 1.4274 1.5085 12.9843
H -2.0034 -8.3923 -4.8425
H 1.2955 -1.6364 1.1977
H 6.2990 -8.1613 2.6135
C 1.5007 1.4795 14.4079
C 9.0302 -4.4460 9.3684
H 6.9196 6.2384 4.7906
H 3.4728 4.2445 -5.2034
H -8.9850 0.7580 -6.5365
O 4.1423 -8.5269 3.7007
H -5.0686 -6.6561 4.2944
H -4.2709 -11.5020 -2.9491
C -0.8720 14.1143 0.3108
H -6.2627 2.2524 -6.3989
H 6.6072 -9.7584 1.9733
H -1.5400 1.5983 0.6893
H 3.3508 6.4100 -6.4101
H 9.9933 -4.8685 9.1225
C 4.7348 -4.6878 -7.8226

**Total charge**: 0
**DFT total energy**: -170879.22832 eV
**Multiplicity**: 1
**HOMO energy**: -10.06 eV
**SMILES**: O=[N+]([O-])c1ccccc1.O=[N+]([O-])c1ccccc1.O=[N+]([O-])c1ccccc1.O=[N+]([O-])c1ccccc1.O=[N+]([O-])c1ccccc1.O=[N+]([O-])c1ccccc1.CCOS(C)(=O)=O.CCOS(C)(=O)=O.CCOS(C)(=O)=O.CCOS(C)(=O)=O.COC(=O)OC.COC(=O)OC
**F_max**: 0.090 Eh/bohr